68
Properties=species:S:1:pos:R:3:forces:R:3 method="wB97M-V/def2-TZVPD" orbital_gap_ev=4.26 fmax_ha_per_bohr=0.014 charge=-2
Pd 0.6074 -0.6151 -0.7783 0.363 -0.484 -0.433
Cl 1.3919 -3.9728 0.0790 -0.051 0.143 -0.104
C 0.1723 -3.7530 -1.1552 -0.049 0.116 -0.096
C -0.1974 -2.4526 -1.5177 -0.112 -0.144 0.419
C -1.1984 -2.3868 -2.4886 0.008 -0.190 -0.073
Cl -1.7519 -0.8227 -3.0052 -0.044 0.018 -0.049
C -1.7816 -3.5075 -3.0779 0.041 -0.058 0.032
Cl -3.0186 -3.3496 -4.2856 0.023 -0.013 0.026
C -1.3675 -4.7823 -2.6931 -0.053 0.095 -0.047
Cl -2.0727 -6.1937 -3.4170 0.029 0.053 0.034
C -0.3824 -4.9035 -1.7200 0.078 0.091 0.080
Cl 0.1328 -6.4870 -1.2247 -0.030 0.021 -0.028
C -1.5467 2.5814 -1.5567 0.073 0.032 -0.026
C -0.0317 2.7729 -1.6398 0.006 -0.001 0.075
Ge 0.9743 1.6769 -0.2980 -0.236 0.332 0.116
C 2.7581 2.5441 -0.2691 0.161 -0.153 -0.086
C 3.7980 1.7271 0.5003 -0.030 0.078 -0.046
C 0.0718 2.2240 1.3836 -0.189 -0.157 0.103
C -0.7785 1.3754 1.9915 0.088 0.112 -0.019
Ge -0.5893 -0.5407 1.3294 0.015 0.181 0.128
C 0.6182 -1.4572 2.6647 -0.083 0.039 0.095
C 0.5313 -1.1982 4.1719 -0.005 -0.015 -0.126
C -2.3388 -1.4925 1.4153 -0.101 -0.047 0.005
C -3.1010 -1.6486 2.7325 0.039 -0.004 -0.056
C -1.7210 1.9057 3.0169 0.063 -0.018 -0.035
C -2.0130 1.2348 4.2074 0.036 -0.069 0.021
C -2.8779 1.7676 5.1530 0.009 0.013 -0.037
C -3.5027 2.9880 4.9293 0.034 -0.012 -0.039
C -3.2476 3.6619 3.7414 0.015 -0.038 0.013
C -2.3748 3.1268 2.8044 -0.014 0.024 -0.032
H -2.0796 3.1162 -2.3518 0.003 0.003 0.011
H -1.9399 2.9291 -0.5982 0.009 0.009 0.017
H -1.8024 1.5237 -1.6362 0.000 0.014 0.024
H 0.2384 3.8271 -1.4996 -0.040 0.011 0.002
H 0.3329 2.4790 -2.6281 0.020 -0.033 0.011
H 2.6503 3.5501 0.1497 -0.008 0.009 0.050
H 3.0673 2.6701 -1.3138 0.012 -0.011 0.099
H 3.4994 1.5984 1.5451 -0.004 0.000 -0.007
H 4.7922 2.1878 0.4920 -0.003 0.013 0.009
H 3.8865 0.7290 0.0664 -0.007 -0.021 -0.006
H 0.1230 3.2591 1.7490 -0.008 -0.023 -0.062
H 1.6178 -1.1935 2.3115 0.051 -0.021 0.005
H 0.5075 -2.5275 2.4658 -0.004 0.004 -0.011
H 0.6555 -0.1369 4.4032 -0.009 -0.004 -0.010
H 1.3095 -1.7434 4.7196 0.009 0.012 0.000
H -0.4282 -1.5182 4.5885 -0.001 0.006 -0.006
H -2.0938 -2.4809 1.0098 -0.028 -0.010 -0.010
H -2.9729 -1.0171 0.6594 -0.036 -0.020 0.028
H -2.4720 -2.0975 3.5071 0.006 0.007 -0.008
H -3.9827 -2.2916 2.6220 0.005 -0.003 -0.004
H -3.4469 -0.6869 3.1128 -0.010 0.007 0.002
H -1.5507 0.2744 4.3883 -0.015 0.039 0.005
H -3.0728 1.2186 6.0676 0.006 -0.004 0.001
H -4.1869 3.4000 5.6618 -0.002 0.001 -0.001
H -3.7388 4.6068 3.5379 0.000 0.006 -0.006
H -2.1960 3.6494 1.8722 -0.006 -0.004 0.010
C 1.9489 -0.5419 -2.1556 0.252 0.101 -0.119
C 2.5591 -0.4523 -3.3639 -0.375 -0.075 0.071
C 2.4110 -1.5428 -4.3111 0.092 0.026 -0.043
C 3.0297 -1.5110 -5.5349 -0.008 0.046 0.037
C 3.8243 -0.4315 -5.9561 -0.031 -0.034 0.037
C 3.9584 0.6357 -5.0650 -0.036 -0.005 0.075
C 3.3624 0.6537 -3.8222 0.098 0.074 -0.005
H 1.7972 -2.3888 -4.0300 -0.014 -0.037 0.005
H 2.8819 -2.3575 -6.2004 -0.002 0.000 -0.002
H 4.2959 -0.4201 -6.9302 0.005 -0.007 -0.001
H 4.5521 1.4994 -5.3539 0.004 0.005 0.001
H 3.4996 1.5091 -3.1717 -0.009 -0.030 -0.016